1.
Computed, not measured: a single C6H8OS molecule in a non-equilibrium geometry, with ωB97M-V/def2-TZVPD.

XYZ file:
```
16
Properties=species:S:1:pos:R:3:lowdin_charge:R:1
C -1.779 -0.824 0.740 -0.036
C -0.980 -0.243 -0.430 -0.317
C -0.608 1.288 -0.199 -0.101
C 0.862 1.097 -0.014 -0.021
C 1.260 -0.175 -0.256 -0.404
C 2.550 -0.786 -0.269 -0.597
S 3.885 -0.041 0.214 0.721
O 0.232 -0.980 -0.630 -0.034
H -2.674 -0.222 0.851 0.074
H -1.248 -0.840 1.698 0.092
H -2.177 -1.829 0.552 0.080
H -1.500 -0.255 -1.407 0.148
H -0.803 1.907 -1.045 0.100
H -1.098 1.800 0.615 0.109
H 1.565 1.893 0.272 0.111
H 2.514 -1.791 -0.694 0.074
```

Summary:
Highest occupied orbital energy in eV: -8.466
LUMO in eV: -0.731
SMILES string: C[C@H]1CC=C(C=S)O1
Frontier orbital gap in Eh: 0.2843
ΔE to the lowest compared entry with this formula, charge and spin in eV: 1.358

---

2.
Computed, not measured: a molecular structure, C6H8OS2 in a non-equilibrium geometry, with ωB97M-V/def2-TZVPD.

XYZ file:
```
17
Properties=species:S:1:pos:R:3:lowdin_charge:R:1
C -0.526 0.667 1.938 0.048
C 0.285 0.658 0.918 -0.865
C 1.731 0.690 0.796 -0.801
C 0.461 -0.743 -1.906 -0.181
C -0.342 -0.874 -0.628 -0.591
C -1.932 -0.350 -0.596 -0.279
H -1.596 0.473 1.864 0.085
H -0.160 0.828 3.027 0.135
H -0.193 0.451 -0.041 0.022
H 2.052 0.409 -0.269 0.092
H -0.292 -0.957 -2.988 0.157
H 0.810 0.460 -2.063 0.117
H 1.471 -1.501 -1.854 0.128
H -2.361 -0.473 0.470 0.109
O -2.526 0.060 -1.560 0.023
S 2.730 1.044 2.018 0.662
S 0.390 -0.843 0.875 1.141
```

Summary:
Highest occupied orbital energy in eV: -7.470
LUMO in eV: -1.420
Frontier orbital gap in Eh: 0.2223
ΔE to the lowest compared entry with this formula, charge and spin in eV: 10.734

---

3.
Computed, not measured: a single C6H8OS3 molecule in a non-equilibrium geometry, with ωB97M-V/def2-TZVPD.

XYZ file:
```
18
Properties=species:S:1:pos:R:3:lowdin_charge:R:1
O 1.704 -1.774 -0.009 -0.025
C 0.648 -0.906 -0.115 -0.778
S -0.686 -1.789 -1.293 0.758
C 1.199 0.318 -0.673 -0.121
C 0.488 1.446 -0.588 -0.625
S 0.954 3.022 -1.324 0.743
C -0.830 1.389 0.077 -0.139
C -1.172 0.387 0.968 -0.635
S -2.540 0.427 2.079 0.770
C -0.149 -0.779 1.169 -0.201
H 1.314 -2.472 0.472 0.067
H -0.405 -1.430 -2.494 -0.203
H 2.132 0.148 -1.406 0.174
H 2.039 2.599 -2.190 -0.065
H -1.399 2.377 0.086 0.120
H -3.193 -0.763 1.853 -0.108
H 0.619 -0.474 1.853 0.125
H -0.724 -1.723 1.534 0.141
```

Summary:
Highest occupied orbital energy in eV: -8.450
LUMO in eV: -0.088
SMILES string: O[C@]1(S)C=C(S)C=C(S)C1
Frontier orbital gap in Eh: 0.3073
ΔE to the lowest compared entry with this formula, charge and spin in eV: 0.149

---

4.
Computed, not measured: a single C6H8S molecule in a non-equilibrium geometry, with ωB97M-V/def2-TZVPD.

XYZ file:
```
15
Properties=species:S:1:pos:R:3:lowdin_charge:R:1
C -2.255 1.328 0.027 0.004
C -0.147 -2.485 -0.102 -0.002
C -0.927 1.199 0.036 -0.223
C -0.723 -1.275 0.157 -0.289
C 3.303 0.913 -0.155 -0.209
C -0.233 -0.030 0.167 -0.528
S 1.649 -0.117 0.269 0.811
H -2.561 2.406 -0.083 0.073
H -3.033 0.639 0.198 0.040
H -0.637 -3.477 0.044 0.074
H 0.800 -2.527 -0.566 0.013
H -0.378 2.194 -0.245 0.138
H -1.881 -1.360 0.272 0.146
H 3.889 0.831 0.789 -0.012
H 3.135 1.761 -0.808 -0.036
```

Summary:
Highest occupied orbital energy (alpha / beta) in eV: -7.359 / -8.324
LUMO (alpha / beta) in eV: -0.632 / -0.784
Frontier orbital gap (alpha / beta) in Eh: 0.2472 / 0.2771
ΔE to the lowest compared entry with this formula, charge and spin in eV: 5.874

---

The highest ΔE to the lowest compared entry with this formula, charge and spin belongs to which entry?
C6H8OS2